# 1
Density functional theory data (ωB97M-V/def2-TZVPD) for 9 unconnected molecules or ions with the total composition C48H108Br3N6 in a non-equilibrium geometry.

Positions of all 165 atoms, in Å:
C 34.24273 -3.77774 39.05225
C 34.16678 -4.80695 40.24341
C 35.59322 -5.43295 40.35048
N 35.89048 -6.39199 41.56080
C 36.17792 -5.38552 42.75646
C 34.73096 -7.44312 41.81658
C 34.89467 -8.56335 40.75901
C 36.33651 -8.48481 40.28709
C 36.98792 -7.37564 41.22393
H 34.41002 -4.26769 38.09305
H 34.97383 -2.98337 39.20250
H 33.23187 -3.38735 38.93459
H 33.53251 -5.65786 39.99487
H 34.02926 -4.35252 41.22457
H 36.28200 -4.58885 40.38494
H 35.87037 -6.08186 39.51970
H 37.12611 -4.87597 42.58499
H 36.32162 -6.04962 43.60876
H 35.25389 -4.87515 43.02812
H 34.88220 -7.65850 42.87433
H 33.85354 -6.79642 41.82140
H 34.76614 -9.47763 41.33840
H 34.10650 -8.55343 40.00615
H 36.80994 -9.46655 40.29955
H 36.37828 -8.33067 39.20886
H 37.40549 -7.74544 42.16041
H 37.85045 -6.83538 40.83372
C 32.95958 -17.47494 39.92198
C 33.58821 -18.11760 41.19090
C 32.70231 -19.26457 41.69834
N 33.10711 -19.90423 43.07576
C 34.39183 -20.81502 42.88539
C 31.90929 -20.61378 43.68693
C 31.11255 -19.51656 44.37040
C 32.11572 -18.33942 44.53816
C 33.45322 -18.91157 44.18894
H 32.41416 -18.24236 39.37273
H 33.69766 -17.06088 39.23503
H 32.19956 -16.75273 40.22010
H 33.65996 -17.24972 41.84643
H 34.63413 -18.41471 41.11435
H 32.69424 -20.01382 40.90673
H 31.72176 -18.80177 41.80987
H 35.28502 -20.19228 42.83523
H 34.36866 -21.37573 41.95096
H 34.49862 -21.57909 43.65540
H 32.26676 -21.39851 44.35363
H 31.35721 -21.14618 42.91242
H 30.94414 -19.84785 45.39508
H 30.12972 -19.30058 43.95147
H 32.17007 -17.79728 45.48221
H 31.95675 -17.56237 43.79050
H 33.90420 -19.55671 44.94294
H 34.23397 -18.21064 43.89359
C 22.34700 -6.82971 26.10765
C 22.35593 -5.76826 27.22072
C 23.87527 -5.12823 27.28849
N 24.36704 -4.65938 28.72921
C 24.08519 -3.12760 28.82160
C 25.89896 -4.82388 28.75966
C 26.24451 -5.06682 30.25558
C 24.87974 -5.17137 30.99704
C 23.95769 -5.56878 29.87281
H 23.01620 -7.68242 26.22247
H 22.69391 -6.45544 25.14450
H 21.35567 -7.19949 25.84570
H 22.06202 -6.42282 28.04125
H 21.62164 -4.97907 27.05920
H 23.87989 -4.24519 26.64950
H 24.49449 -5.93684 26.90012
H 23.03032 -2.86598 28.90480
H 24.59568 -2.54020 28.05842
H 24.59811 -2.80155 29.72641
H 26.52672 -4.29356 28.04357
H 26.01902 -5.87826 28.51072
H 26.89855 -4.27479 30.62030
H 26.90382 -5.92217 30.40322
H 24.59337 -4.23714 31.48006
H 24.96379 -5.87050 31.82906
H 22.89782 -5.39654 30.06017
H 24.27464 -6.53599 29.48274
C 26.95816 -11.54593 35.46502
C 26.33110 -12.43469 34.36702
C 26.01583 -13.80510 35.00706
N 25.34435 -14.72839 34.07020
C 26.28967 -14.99142 32.85040
C 25.03301 -15.99720 34.89002
C 23.96946 -16.65890 34.14093
C 23.06077 -15.61162 33.68872
C 23.91219 -14.30011 33.57456
H 26.19229 -11.06122 36.07051
H 27.54976 -10.72747 35.05485
H 27.57331 -12.17468 36.10875
H 26.99639 -12.60853 33.52129
H 25.34986 -12.06216 34.07298
H 25.13890 -13.82343 35.65417
H 26.83124 -14.24494 35.58131
H 26.59199 -14.15739 32.21708
H 25.82113 -15.77494 32.25489
H 27.17195 -15.46105 33.28533
H 25.84512 -16.70934 35.03636
H 24.64869 -15.79413 35.88960
H 24.31957 -17.21056 33.26848
H 23.49738 -17.46452 34.70324
H 22.69886 -15.84337 32.68701
H 22.19919 -15.38193 34.31562
H 24.13290 -13.72408 32.67591
H 23.45776 -13.53907 34.20891
C 19.76290 -14.78704 26.02178
C 20.04464 -16.18327 25.40411
C 21.50117 -16.28941 24.84978
N 21.90776 -17.71465 24.32091
C 20.99877 -18.11874 23.13915
C 21.98573 -18.75093 25.51017
C 22.83907 -19.87584 24.91692
C 23.88316 -19.23500 23.96502
C 23.35249 -17.80414 23.84503
H 19.67947 -14.01176 25.26015
H 20.57359 -14.43568 26.66010
H 18.87790 -14.67873 26.64879
H 19.30994 -16.42669 24.63660
H 19.86144 -16.90562 26.19957
H 22.14807 -15.94007 25.65451
H 21.65757 -15.63518 23.99209
H 21.12414 -17.33953 22.38734
H 19.98112 -18.37782 23.43132
H 21.54059 -18.97400 22.73531
H 21.01161 -19.22622 25.62542
H 22.29123 -18.27001 26.43941
H 22.09308 -20.37479 24.29834
H 23.19670 -20.61968 25.62889
H 23.74505 -19.79749 23.04165
H 24.94019 -19.31785 24.21788
H 23.50711 -17.48066 22.81569
H 23.94458 -17.21785 24.54775
C 27.34606 -5.36021 44.16686
C 27.70948 -3.92486 44.50899
C 27.18916 -3.65674 45.95279
N 27.24202 -2.09708 46.38000
C 26.41193 -1.27411 45.36250
C 26.89109 -1.82910 47.84431
C 27.41688 -0.49082 48.30471
C 28.82261 -0.55848 47.61740
C 28.70868 -1.44438 46.37287
H 27.52499 -5.67486 43.13872
H 26.26416 -5.38320 44.29748
H 27.75065 -6.19627 44.73730
H 27.05118 -3.40170 43.81543
H 28.69780 -3.49430 44.34788
H 27.87766 -4.20694 46.59416
H 26.27525 -4.02834 46.41622
H 25.47548 -1.82981 45.41107
H 26.90510 -1.51804 44.42156
H 26.35694 -0.20583 45.57191
H 25.82044 -1.99819 47.95931
H 27.43473 -2.50696 48.50238
H 26.86307 0.30437 47.80563
H 27.52994 -0.19648 49.34810
H 29.14363 0.44477 47.33714
H 29.53800 -0.91647 48.35778
H 28.81302 -0.88658 45.44223
H 29.43813 -2.24787 46.27092
Br 18.40489 -9.83353 34.20296
Br 27.78562 -22.85015 36.63383
Br 27.20720 -11.67391 26.36559

## Properties
- Total charge: +3
- E: -9942.98895 Eh
- 2S+1: 1
- M: 1009.1 g/mol
- HOMO level: -7.807 eV
- Kohn-Sham gap: 2.62 eV

***

# 2
Density functional theory data (ωB97M-V/def2-TZVPD) for 8 unconnected molecules or ions with the total composition C48H108N4O8 in a non-equilibrium geometry.

Positions of all 168 atoms, in Å:
C -5.40187 -2.27107 3.26506
C -6.55625 -2.17713 2.20548
C -6.57340 -3.61783 1.61908
C -7.86071 -2.00151 2.96030
C -8.01739 -0.71359 3.73054
C -7.93254 0.37440 2.68899
C -6.65251 0.34703 1.72825
C -6.98756 1.30140 0.51375
C -5.46174 1.05309 2.47812
N -6.35872 -1.02555 1.23897
O -5.18988 -1.22383 0.45095
H -5.30072 -1.40950 3.92503
H -5.50627 -3.16575 3.87884
H -4.43361 -2.17286 2.77421
H -5.54432 -3.89715 1.39311
H -7.00756 -4.26041 2.38504
H -7.19473 -3.55469 0.72574
H -8.69016 -2.15414 2.26977
H -7.94586 -2.74364 3.75407
H -8.91805 -0.67618 4.34333
H -7.20652 -0.62617 4.45369
H -7.90209 1.36197 3.14929
H -8.80970 0.34251 2.04271
H -7.56770 0.85330 -0.29294
H -6.08003 1.69973 0.06007
H -7.64492 2.10415 0.84777
H -4.52580 0.97687 1.92466
H -5.28146 0.76429 3.51359
H -5.54610 2.13764 2.54688
H -5.44084 -1.42106 -0.45443
C 0.51323 -0.64613 -2.06633
C 1.18070 -1.01966 -0.71772
C 2.78306 -0.82332 -0.75092
C 0.61638 -0.06070 0.39103
C -0.85276 -0.26706 0.78744
C -0.94221 -1.65316 1.42556
C -0.55864 -2.67174 0.38055
C -0.56455 -3.98523 1.21305
C -1.66025 -2.89144 -0.66056
N 0.77815 -2.42254 -0.21370
O 1.21576 -3.39106 -1.12969
H 0.69181 0.34870 -2.47439
H 0.56142 -1.42397 -2.82840
H -0.57226 -0.64191 -1.96735
H 2.91108 -0.37352 -1.73549
H 3.11507 -0.02176 -0.09112
H 3.30465 -1.76253 -0.56666
H 1.21477 0.01544 1.29891
H 0.50482 0.96027 0.02596
H -1.28804 0.46998 1.46228
H -1.50439 -0.28882 -0.08606
H -1.95816 -1.88305 1.74664
H -0.38018 -1.63759 2.35937
H -1.50894 -4.25190 1.68751
H 0.14782 -3.86724 2.02958
H -0.18529 -4.80938 0.60886
H -1.50032 -3.80444 -1.23408
H -1.79313 -2.07721 -1.37292
H -2.63415 -3.15445 -0.24771
H 1.68256 -3.99909 -0.55175
C -1.04424 2.49600 3.89963
C -0.93114 3.91893 3.21052
C -2.09128 4.11440 2.15953
C -1.12395 4.97960 4.34270
C 0.07775 5.34787 5.25849
C 1.26694 5.66946 4.46588
C 1.57681 4.55211 3.38839
C 2.75330 5.19645 2.57806
C 2.15476 3.26247 4.03322
N 0.41342 4.27116 2.54842
O 0.70131 3.59378 1.36644
H -0.56987 2.49923 4.88099
H -2.05670 2.10206 3.98814
H -0.59015 1.70599 3.30148
H -1.90540 3.34747 1.40763
H -3.02716 4.00226 2.70695
H -2.18596 5.10129 1.70656
H -1.65554 5.85943 3.98021
H -1.87274 4.37471 4.85411
H -0.35121 6.04810 5.97527
H 0.33274 4.53296 5.93600
H 2.12327 5.62283 5.13864
H 1.13763 6.68210 4.08387
H 3.63678 5.22191 3.21593
H 2.61020 6.21826 2.22656
H 3.04055 4.53760 1.75861
H 1.62815 2.96927 4.94141
H 3.21477 3.37807 4.25926
H 2.09244 2.51166 3.24549
H 0.99283 4.37712 0.89422
C 6.20723 0.55281 -7.06583
C 6.01768 0.11048 -5.56376
C 7.39062 0.40711 -4.76159
C 4.76869 0.90195 -4.97842
C 3.35272 0.51820 -5.46491
C 3.19586 -0.97725 -5.20905
C 4.37766 -1.88647 -5.66854
C 4.14917 -3.19248 -4.91395
C 4.14143 -2.02230 -7.21701
N 5.72416 -1.35494 -5.39169
O 6.76915 -2.21854 -5.61602
H 7.27547 0.67743 -7.24316
H 5.81298 -0.14779 -7.80192
H 5.73919 1.53060 -7.17971
H 8.24038 0.01136 -5.31782
H 7.71208 1.39613 -4.43509
H 7.35337 -0.16713 -3.83587
H 4.75823 0.64609 -3.91893
H 4.85192 1.97724 -4.82053
H 2.61954 1.13331 -4.94319
H 3.26509 0.65128 -6.54319
H 2.23431 -1.22907 -5.65639
H 2.90795 -1.18230 -4.17795
H 4.78398 -3.77814 -5.57885
H 3.13314 -3.53328 -5.11309
H 4.49990 -3.24298 -3.88315
H 4.99360 -2.36684 -7.80285
H 3.89364 -1.08021 -7.70607
H 3.31202 -2.65632 -7.53036
H 7.03978 -2.45743 -4.72647
C -1.70184 -8.11493 0.21043
C -1.02001 -8.59651 1.53678
C -0.40039 -10.05333 1.44294
O 0.10317 -7.81849 1.90104
H -1.01171 -8.35369 -0.59877
H -1.91577 -7.04900 0.28866
H -2.66848 -8.51595 -0.09435
H -1.65059 -8.52669 2.42313
H 0.36455 -10.10645 0.66825
H -1.29274 -10.61116 1.15894
H -0.19870 -10.47737 2.42661
H 0.44747 -8.23302 2.69554
C 3.63288 -1.45030 3.16325
C 4.40839 -0.34547 3.98197
C 3.66120 0.21033 5.12335
O 5.64456 -0.78198 4.23533
H 2.61788 -1.16904 2.88260
H 3.51744 -2.32845 3.79856
H 4.15135 -1.78962 2.26650
H 4.43159 0.46292 3.25117
H 3.85717 -0.31488 6.05816
H 2.60881 0.45597 4.98109
H 4.09110 1.18684 5.34631
H 5.59720 -1.73046 4.37581
C -3.37274 1.74772 -1.91466
C -3.20657 3.06784 -2.83152
C -4.29598 4.22556 -2.63566
O -2.02105 3.75296 -2.57745
H -2.37993 1.30182 -1.97455
H -4.20610 1.27400 -2.43350
H -3.74019 1.87288 -0.89612
H -3.02133 2.77850 -3.86597
H -4.38720 4.70003 -1.65859
H -5.30929 3.95212 -2.92986
H -4.19551 5.09007 -3.29189
H -2.02108 4.02297 -1.65620
C 4.11066 4.44675 -3.83508
C 2.94933 4.41615 -2.77374
C 2.83238 3.02678 -2.01297
O 3.13009 5.46425 -1.87767
H 3.72952 3.81306 -4.63586
H 5.12238 4.11468 -3.60216
H 4.13982 5.42244 -4.32013
H 2.02157 4.69798 -3.27166
H 2.73146 2.28167 -2.80210
H 1.87781 2.88283 -1.50686
H 3.71522 2.84491 -1.40008
H 3.87391 5.16786 -1.34807

## Properties
- Relative energy (zero: lowest compared OMol25 entry of this formula, charge and spin): 7.879 eV
- SMILES: CC1(C)CCCC(C)(C)N1O.CC1(C)CCCC(C)(C)N1O.CC1(C)CCCC(C)(C)N1O.CC1(C)CCCC(C)(C)N1O.CC(C)O.CC(C)O.CC(C)O.CC(C)O
- E: -2714.19416 Eh
- 2S+1: 1
- M: 869.4 g/mol
- HOMO level: -7.888 eV
- Kohn-Sham gap: 8.44 eV

***

Which value of 2S+1 does entry 2 give?
1

***

Among the records above, which one has the highest M?
C48H108Br3N6